*1*
{"formula": "C3H3N5", "method": "ωB97M-V/def2-TZVPD", "charge": 0, "smiles": "[H]/N=c1/nccnnn1", "e_homo_ha": -0.361, "e_lumo_ev": -0.64, "gap_ev": 9.18, "elements": ["N", "N", "N", "N", "N", "C", "C", "C", "H", "H", "H"], "coordinates": [[-0.12, 0.58, 1.45], [1.84, -1.03, -0.50], [-0.17, -0.21, -1.32], [-0.57, -0.79, 1.37], [-0.38, -1.71, 0.57], [-0.44, 1.41, 0.46], [-0.79, 0.83, -0.95], [0.61, -1.01, -0.33], [2.21, -1.76, 0.25], [-1.51, 1.21, -1.76], [-0.69, 2.49, 0.75]], "lowdin_charge": [0.0270, 0.1471, 0.0944, -0.0274, 0.1326, -0.0870, -0.1289, -0.5184, 0.1160, 0.1233, 0.1214]}

---

*2*
{"formula": "C3H3N5", "method": "ωB97M-V/def2-TZVPD", "charge": 0, "smiles": "c1n[nH]c2n[nH]nc12", "e_homo_ha": -0.340, "e_lumo_ev": 0.22, "gap_ev": 9.47, "elements": ["N", "N", "N", "N", "N", "C", "C", "C", "H", "H", "H"], "coordinates": [[1.24, -1.19, -0.21], [-2.15, 0.07, -0.14], [1.98, -0.13, -0.09], [1.51, 1.17, 0.09], [-1.29, -1.04, -0.03], [-1.28, 1.09, -0.09], [0.02, -0.65, 0.25], [0.10, 0.73, 0.08], [-1.51, -2.14, 0.50], [-1.58, 2.21, -0.19], [2.96, -0.12, -0.17]], "lowdin_charge": [0.1241, 0.0472, -0.1276, 0.1405, -0.0492, -0.1283, -0.3148, -0.2193, 0.2648, 0.1313, 0.1311]}

---

*2* is preferred energetically. Next in line: 15.8 kcal/mol higher.

---

*1*
{"formula": "C6H5N3OS", "method": "ωB97M-V/def2-TZVPD", "charge": 0, "e_homo_ha": [-0.250, -0.250], "e_lumo_ev": [-0.41, -0.42], "gap_ev": [6.40, 6.39], "elements": ["S", "O", "N", "N", "N", "C", "C", "C", "C", "C", "C", "H", "H", "H", "H", "H"], "coordinates": [[3.11, -1.06, -0.02], [4.49, -0.59, -0.14], [1.80, 0.45, 0.00], [1.70, 1.79, 0.01], [0.41, 2.09, 0.02], [0.07, -1.40, 0.00], [0.54, -0.09, 0.01], [-0.38, 0.99, 0.02], [-1.76, 0.79, 0.02], [-2.19, -0.52, 0.01], [-1.30, -1.59, 0.00], [0.14, 3.06, 0.05], [-3.25, -0.72, 0.00], [-2.44, 1.62, 0.03], [0.75, -2.23, 0.00], [-1.69, -2.59, 0.00]], "lowdin_charge": [0.7904, -0.6857, -0.1948, 0.0961, 0.0640, -0.0364, -0.2628, -0.1865, -0.0105, -0.0753, -0.0680, 0.1676, 0.1066, 0.1116, 0.0762, 0.1075]}

---

*2*
{"formula": "C6H5N3OS", "method": "ωB97M-V/def2-TZVPD", "charge": 0, "e_homo_ha": -0.316, "e_lumo_ev": -0.16, "gap_ev": 8.44, "elements": ["S", "O", "N", "N", "N", "C", "C", "C", "C", "C", "C", "H", "H", "H", "H", "H"], "coordinates": [[4.03, -0.04, 0.14], [1.12, -4.52, -0.26], [1.59, 0.25, 0.10], [0.72, -3.42, -0.09], [0.24, 0.07, 0.16], [0.49, -2.30, 0.09], [3.40, 1.53, -0.26], [2.06, 1.50, -0.22], [-1.74, -1.26, 0.26], [2.48, -0.73, 0.34], [-0.26, -1.10, 0.17], [-2.04, -1.38, 1.30], [-2.06, -2.16, -0.28], [-2.24, -0.38, -0.15], [1.35, 2.29, -0.41], [4.06, 2.34, -0.49]], "lowdin_charge": [0.9710, 0.0484, -0.2531, -0.0982, 0.1254, 0.0081, -0.3798, -0.1588, -0.0180, -0.3654, -0.3140, 0.0896, 0.0867, 0.0823, 0.1176, 0.0580]}

---

*1* is preferred energetically. Next in line: 52.9 kcal/mol higher.

---

*1*
{"formula": "C4H8ClN2", "method": "ωB97M-V/def2-TZVPD", "charge": 1, "smiles": "C[N+]1=C(Cl)NCC1", "e_homo_ha": -0.525, "e_lumo_ev": -3.89, "gap_ev": 10.39, "elements": ["Cl", "N", "N", "C", "C", "C", "C", "H", "H", "H", "H", "H", "H", "H", "H"], "coordinates": [[0.73, 3.09, 0.61], [1.72, 0.83, -0.58], [-0.28, 0.54, 0.41], [0.08, -0.80, -0.17], [0.73, 1.42, 0.04], [-1.53, 0.92, 1.04], [1.36, -0.50, -1.01], [-1.16, 1.52, 1.92], [-2.26, 1.54, 0.43], [-0.75, -1.28, -0.66], [2.28, 1.51, -1.07], [0.15, -1.56, 0.59], [2.14, -1.09, -0.79], [-2.00, 0.03, 1.28], [1.20, -0.66, -2.08]], "lowdin_charge": [0.8105, 0.0733, -0.1108, -0.0389, -0.5936, -0.0281, -0.0742, 0.1051, 0.1288, 0.1271, 0.1644, 0.1264, 0.0909, 0.0731, 0.1459]}

---

*2*
{"formula": "C4H8ClN2", "method": "ωB97M-V/def2-TZVPD", "charge": 1, "smiles": "NC(=[NH2+])C1(Cl)CC1", "e_homo_ha": -0.526, "e_lumo_ev": -3.95, "gap_ev": 10.37, "elements": ["Cl", "N", "N", "C", "C", "C", "C", "H", "H", "H", "H", "H", "H", "H", "H"], "coordinates": [[-2.36, -0.16, 0.14], [-0.21, -2.19, -0.22], [1.70, -0.86, 0.26], [-0.69, 0.31, 0.06], [-0.52, 1.54, -0.82], [0.40, -1.01, -0.03], [-0.41, 1.68, 0.70], [2.14, -1.70, 0.49], [-1.14, -2.40, -0.52], [-1.12, 2.30, 1.19], [0.37, 1.65, -1.41], [2.26, -0.02, 0.53], [0.57, 1.84, 1.04], [-1.34, 2.15, -1.25], [0.36, -3.13, -0.16]], "lowdin_charge": [0.7455, 0.1695, 0.2157, -0.6719, -0.1328, -0.2109, -0.0954, 0.1045, 0.0947, 0.1060, 0.1034, 0.1748, 0.0771, 0.1227, 0.1971]}

---

*1* is preferred energetically. Next in line: 16.3 kcal/mol higher.

---

*1*
{"formula": "C10H16N2O", "method": "ωB97M-V/def2-TZVPD", "charge": 0, "e_homo_ha": -0.293, "e_lumo_ev": 0.78, "gap_ev": 8.77, "elements": ["O", "N", "N", "C", "C", "C", "C", "C", "C", "C", "C", "C", "C", "H", "H", "H", "H", "H", "H", "H", "H", "H", "H", "H", "H", "H", "H", "H", "H"], "coordinates": [[-0.62, -0.57, -1.28], [2.49, 1.28, -0.99], [3.25, -0.36, 0.12], [-0.95, 0.20, 1.05], [-2.75, -0.02, -0.02], [3.69, 1.73, -0.46], [-1.24, -0.12, -0.19], [4.23, 0.69, 0.20], [-3.47, 1.01, -0.83], [3.48, -1.73, 0.59], [-3.36, -1.40, 0.02], [2.24, -0.06, -0.67], [-2.43, 0.51, 1.41], [-4.42, 1.28, -0.53], [-2.86, 1.90, -0.85], [0.39, -0.59, -1.23], [-3.08, -1.92, -0.91], [4.49, -1.88, 0.94], [-2.64, 1.69, 1.51], [-2.81, -1.80, 0.81], [1.84, 1.75, -1.59], [-2.92, -0.19, 2.28], [3.17, -2.56, 0.03], [5.19, 0.52, 0.57], [-3.51, 0.63, -1.92], [2.90, -1.69, 1.51], [0.09, 0.34, 1.36], [-4.38, -1.25, 0.07], [3.98, 2.63, -0.97]], "lowdin_charge": [0.0264, 0.0237, -0.1622, -0.0379, -0.5368, -0.1013, -0.3721, -0.0388, -0.0465, -0.0234, -0.0242, -0.0623, -0.1096, 0.0535, 0.0804, 0.0444, 0.0994, 0.0793, 0.1357, 0.0676, 0.1257, 0.1434, 0.0734, 0.0912, 0.1174, 0.0932, 0.0853, 0.0605, 0.1145]}

---

*2*
{"formula": "C10H16N2O", "method": "ωB97M-V/def2-TZVPD", "charge": 0, "smiles": "Cn1nccc1[C@](C)(O)C1(C)CC1", "e_homo_ha": -0.327, "e_lumo_ev": 0.67, "gap_ev": 9.58, "elements": ["O", "N", "N", "C", "C", "C", "C", "C", "C", "C", "C", "C", "C", "H", "H", "H", "H", "H", "H", "H", "H", "H", "H", "H", "H", "H", "H", "H", "H"], "coordinates": [[1.28, 1.29, 0.72], [0.01, 1.04, -1.99], [-0.67, 1.40, -3.03], [-1.92, 1.64, -1.11], [-0.97, -1.63, 0.14], [-1.84, 1.87, -2.51], [0.31, -0.82, 0.54], [-0.95, 1.12, 1.65], [-0.61, 1.11, -0.81], [-0.04, 0.70, 0.53], [1.66, -1.40, 0.20], [1.35, 0.52, -2.23], [1.16, -1.42, 1.68], [-2.78, 1.87, -0.46], [1.61, -2.38, -0.30], [1.86, 0.97, -1.34], [-2.65, 2.09, -3.29], [-2.04, 0.83, 1.50], [1.57, -0.70, 2.39], [0.71, -2.34, 2.09], [1.47, 2.14, 1.12], [-1.51, -2.02, 1.09], [-0.64, -2.55, -0.38], [-0.92, 2.15, 1.99], [1.37, -0.49, -1.99], [2.35, -0.68, -0.18], [1.65, 0.60, -3.30], [-0.63, 0.49, 2.60], [-1.59, -1.05, -0.56]], "lowdin_charge": [-0.0383, -0.1778, 0.0524, -0.0162, -0.0162, -0.1543, -0.4196, -0.0208, -0.1882, -0.4380, -0.0815, 0.0212, -0.0496, 0.0991, 0.1067, 0.0934, 0.1148, 0.0996, 0.0974, 0.1027, 0.1126, 0.1076, 0.0758, 0.0870, 0.0435, 0.0737, 0.1141, 0.1280, 0.0711]}

---

*2* is preferred energetically. Next in line: 28.6 kcal/mol higher.

---

*1*
{"formula": "C3H7N3", "method": "ωB97M-V/def2-TZVPD", "charge": 0, "e_homo_ha": -0.349, "e_lumo_ev": 0.17, "gap_ev": 9.66, "elements": ["N", "N", "N", "C", "C", "C", "H", "H", "H", "H", "H", "H", "H"], "coordinates": [[-0.93, 1.15, 0.73], [0.67, 1.35, 2.52], [1.02, -0.79, -0.29], [0.06, 0.93, 1.39], [-0.51, -1.14, -2.22], [0.02, -0.57, -0.95], [-0.77, 0.23, -0.33], [1.40, 0.78, 2.91], [0.17, -1.88, -2.63], [-1.49, -1.59, -2.04], [-0.65, -0.34, -2.95], [0.82, -0.10, 0.73], [0.18, 1.97, 3.14]], "lowdin_charge": [0.0950, 0.0932, 0.0958, -0.4183, -0.0651, -0.3346, 0.0561, 0.0931, 0.0729, 0.0787, 0.0778, 0.0545, 0.1008]}

---

*2*
{"formula": "C3H7N3", "method": "ωB97M-V/def2-TZVPD", "charge": 0, "smiles": "C=N[C@H]1C=N1.N", "e_homo_ha": -0.322, "e_lumo_ev": 0.96, "gap_ev": 9.73, "elements": ["N", "N", "N", "C", "C", "C", "H", "H", "H", "H", "H", "H", "H"], "coordinates": [[1.32, 0.62, 1.13], [0.14, -0.27, -1.45], [-1.74, 1.08, -0.52], [0.90, -0.88, -0.62], [-1.21, -0.15, -1.14], [-1.80, 0.07, 0.25], [-2.27, -0.18, 1.18], [0.54, -1.45, 0.24], [1.92, -1.06, -0.94], [-1.86, -0.62, -1.89], [1.91, 1.21, 0.54], [0.40, 1.08, 1.19], [1.74, 0.56, 2.04]], "lowdin_charge": [0.0293, -0.0194, 0.1195, -0.1133, -0.3807, -0.0903, 0.0880, 0.0753, 0.0709, 0.1159, 0.0404, 0.0253, 0.0390]}

---

*3*
{"formula": "C3H7N3", "method": "ωB97M-V/def2-TZVPD", "charge": 0, "smiles": "[H]/N=C(/N)N1CC1", "e_homo_ha": -0.323, "e_lumo_ev": 0.90, "gap_ev": 9.70, "elements": ["N", "N", "N", "C", "C", "C", "H", "H", "H", "H", "H", "H", "H"], "coordinates": [[0.04, -1.01, 0.92], [1.37, -1.76, -0.58], [0.09, 0.38, -0.95], [0.40, -0.90, -0.34], [0.21, 1.36, 0.27], [-1.21, 1.06, -0.47], [-0.85, -0.79, 1.48], [0.52, 1.13, 1.27], [0.84, 2.10, 0.02], [1.51, -1.55, -1.68], [-1.59, 1.53, -1.30], [-1.84, 0.27, 0.18], [0.53, -1.83, 1.19]], "lowdin_charge": [0.0360, 0.0704, -0.0335, -0.5978, -0.0587, -0.0345, 0.1414, 0.0901, 0.0370, 0.0956, 0.0500, 0.1245, 0.0796]}

---

*1* is preferred energetically. Next in line: 9.4 kcal/mol higher.

---

*1*
{"formula": "C3H7N3", "method": "ωB97M-V/def2-TZVPD", "charge": 0, "e_homo_ha": -0.313, "e_lumo_ev": 0.45, "gap_ev": 8.96, "elements": ["N", "N", "N", "C", "C", "C", "H", "H", "H", "H", "H", "H", "H"], "coordinates": [[-0.09, -0.62, -2.04], [1.35, -0.74, -1.72], [0.37, 0.72, -0.01], [-0.55, -0.02, -0.99], [-0.15, 0.84, 1.39], [-1.28, 0.38, 1.86], [1.82, -0.75, -2.89], [1.38, 0.62, -0.38], [0.57, 1.41, 2.21], [-1.63, 0.17, -0.62], [-1.30, 0.59, 3.06], [-1.85, -0.48, 1.56], [1.37, -2.12, -1.45]], "lowdin_charge": [-0.1256, -0.1688, -0.0392, -0.2052, -0.2592, -0.0951, 0.1530, 0.1119, 0.1486, 0.1259, 0.1021, 0.0394, 0.2122]}

---

*2*
{"formula": "C3H7N3", "method": "ωB97M-V/def2-TZVPD", "charge": 0, "smiles": "[H]/N=C(\\N)[C@H]1CN1", "e_homo_ha": -0.341, "e_lumo_ev": 0.88, "gap_ev": 10.16, "elements": ["N", "N", "N", "C", "C", "C", "H", "H", "H", "H", "H", "H", "H"], "coordinates": [[1.88, -0.62, -0.20], [0.76, 1.45, -0.02], [-1.66, 0.33, -0.81], [-0.55, -0.51, -0.36], [0.75, 0.18, -0.13], [-1.66, -0.16, 0.56], [2.74, -0.28, 0.24], [1.73, -1.59, 0.02], [-1.46, 0.51, 1.39], [-1.34, 1.31, -0.81], [-2.38, -0.93, 0.77], [-0.52, -1.50, -0.77], [1.71, 1.81, 0.12]], "lowdin_charge": [0.1109, 0.1142, 0.0282, -0.2853, -0.4759, -0.1559, 0.1027, 0.0845, 0.1098, 0.0883, 0.0932, 0.1298, 0.0554]}

---

*3*
{"formula": "C3H7N3", "method": "ωB97M-V/def2-TZVPD", "charge": 0, "smiles": "[H]/N=C/CN.C#N", "e_homo_ha": -0.339, "e_lumo_ev": 0.92, "gap_ev": 10.14, "elements": ["N", "N", "N", "C", "C", "C", "H", "H", "H", "H", "H", "H", "H"], "coordinates": [[0.28, -2.23, -0.71], [-1.79, -0.08, -0.44], [1.39, 0.96, 0.87], [0.43, 0.94, 0.06], [1.28, -1.96, -0.22], [-0.97, 0.63, 0.51], [-1.40, -1.00, -0.62], [0.52, 1.17, -1.01], [2.20, -1.72, 0.23], [-1.84, 0.41, -1.32], [-0.93, 0.07, 1.45], [2.29, 1.21, 0.48], [-1.46, 1.60, 0.72]], "lowdin_charge": [0.0827, -0.0144, 0.0706, -0.2970, -0.0539, -0.2951, 0.0052, 0.1149, 0.0540, 0.0611, 0.1116, 0.0464, 0.1137]}

---

*2* is preferred energetically. Next in line: 12.4 kcal/mol higher.